Arrangement 1

{
  "formula": "C3H7BO3",
  "method": "ωB97M-V/def2-TZVPD",
  "lumo_energy_ev": 0.3,
  "gap_ev": 8.526,
  "symbols": ["C", "C", "O", "C", "B", "O", "O", "H", "H", "H", "H", "H", "H", "H"],
  "xyz": [[-1.30564, 0.23631, -0.90632], [-0.09207, 0.04086, 0.00086], [0.47978, -1.15568, 0.08713], [0.36933, -2.06534, -1.02850], [0.42348, 1.08796, 1.02743], [1.27909, 0.69700, 2.00497], [-0.22405, 2.34766, 1.08287], [-1.77296, -0.27165, -1.73095], [-1.88521, 1.18920, -0.83078], [1.20309, -2.84897, -0.76740], [0.52263, -1.39096, -1.88475], [-0.69174, -2.38701, -1.24348], [1.44328, 1.50597, 2.55856], [0.25101, 3.01467, 1.63036]],
  "nbo_charge": [-0.52, 0.01, -0.50, -0.28, 1.06, -0.85, -0.89, 0.20, 0.21, 0.22, 0.19, 0.19, 0.48, 0.48]
}

Arrangement 2

{
  "formula": "C3H7BO3",
  "method": "ωB97M-V/def2-TZVPD",
  "lumo_energy_ev": [0.3, 0.3],
  "gap_ev": [8.724, 7.872],
  "symbols": ["C", "C", "O", "C", "B", "O", "O", "H", "H", "H", "H", "H", "H", "H"],
  "xyz": [[0.42687, 1.61884, -0.86523], [0.17333, 0.09767, 0.23202], [-0.85735, 0.12595, 1.08285], [-1.98131, 0.96038, 0.79699], [1.00503, -1.24073, -0.05693], [0.58586, -2.48917, 0.37559], [2.19641, -1.17605, -0.79855], [-0.23382, 2.47626, -0.89463], [1.30846, 1.38184, -1.50572], [-1.79076, 1.86610, 1.38776], [-2.84968, 0.31266, 1.29411], [-2.13886, 1.06812, -0.21958], [1.24242, -3.11372, -0.11212], [2.91342, -1.88814, -0.71656]],
  "nbo_charge": [-0.45, 0.04, -0.51, -0.25, 1.02, -0.87, -0.92, 0.18, 0.20, 0.19, 0.20, 0.19, 0.48, 0.50]
}

Which of them is the least stable? Correct choice: arrangement 2.

Arrangement 1

{
  "formula": "C2H6O2S2",
  "method": "ωB97M-V/def2-TZVPD",
  "lumo_energy_ev": [-2.3, -1.5],
  "gap_ev": [6.763, 7.173],
  "symbols": ["C", "C", "O", "O", "S", "S", "H", "H", "H", "H", "H", "H"],
  "xyz": [[-0.94851, -0.73822, 2.31085], [0.38158, 1.02124, -2.07605], [1.88734, 0.14695, -0.07987], [0.35232, -1.47070, -1.11385], [-0.58504, 0.73483, 1.37190], [1.33685, -0.41100, -1.31403], [-0.47363, -0.67418, 3.28444], [-0.57432, -1.60029, 1.76417], [-2.02905, -0.81009, 2.42354], [-0.16985, 0.65145, -2.92985], [1.09921, 1.78133, -2.35534], [-0.27691, 1.36869, -1.28590]],
  "nbo_charge": [-0.80, -0.78, -0.84, -0.85, 0.10, 1.74, 0.22, 0.25, 0.24, 0.24, 0.23, 0.26]
}

Arrangement 2

{
  "formula": "C2H6O2S2",
  "method": "ωB97M-V/def2-TZVPD",
  "lumo_energy_ev": 0.4,
  "gap_ev": 8.541,
  "symbols": ["O", "C", "O", "H", "H", "C", "S", "S", "H", "H", "H", "H"],
  "xyz": [[3.26088, 1.66550, -2.09285], [2.74886, 1.47901, -1.02454], [1.45243, 1.65596, -0.78259], [3.27992, 1.11582, -0.14460], [1.08056, 1.93590, -1.63717], [-0.79222, -0.59752, 1.03582], [-1.71066, -1.57085, -0.18330], [-3.39799, -1.97722, 0.98128], [-0.66570, 0.41374, 0.67060], [0.15661, -1.09606, 1.19815], [-1.28585, -0.55142, 2.00587], [-4.12685, -2.47286, -0.02668]],
  "nbo_charge": [-0.58, 0.64, -0.68, 0.12, 0.49, -0.75, 0.07, -0.16, 0.23, 0.23, 0.23, 0.14]
}

Which of them is the least stable? Correct choice: arrangement 1.

Arrangement 1

{
  "formula": "HO2PS4",
  "method": "ωB97M-V/def2-TZVPD",
  "lumo_energy_ev": -1.2,
  "gap_ev": 8.359,
  "symbols": ["O", "O", "P", "S", "S", "S", "S", "H"],
  "xyz": [[1.54141, 0.50528, 0.63725], [-0.26555, 0.33134, -1.18679], [-1.45726, 0.39695, -0.09918], [-2.20018, 2.12740, -0.68836], [1.37632, -0.23124, -0.77844], [1.41612, -2.08181, -0.37058], [-1.68608, -1.05574, 1.09795], [1.27522, 0.00782, 1.38814]],
  "nbo_charge": [-0.87, -1.00, 1.21, -0.36, 1.22, -0.36, -0.35, 0.51]
}

Arrangement 2

{
  "formula": "HO2PS4",
  "method": "ωB97M-V/def2-TZVPD",
  "lumo_energy_ev": -1.6,
  "gap_ev": 7.741,
  "symbols": ["O", "O", "P", "S", "S", "S", "S", "H"],
  "xyz": [[2.18257, 0.04623, 1.29099], [0.78641, 0.55126, -0.74489], [-1.57968, -0.10864, -0.66981], [-2.39586, 1.43049, 0.15894], [1.37713, -0.55416, -0.00093], [-0.48121, -1.37447, 0.75857], [-1.82531, -0.90991, -2.41380], [1.93596, 0.91920, 1.62092]],
  "nbo_charge": [-0.89, -0.94, 0.79, -0.34, 1.48, -0.28, -0.34, 0.51]
}

Which of them is the least stable? Correct choice: arrangement 1.

Arrangement 1

{
  "formula": "C4H6NS",
  "method": "ωB97M-V/def2-TZVPD",
  "lumo_energy_ev": [-6.2, -6.0],
  "charge": 1,
  "gap_ev": [7.678, 7.492],
  "symbols": ["C", "C", "C", "C", "N", "S", "H", "H", "H", "H", "H", "H"],
  "xyz": [[0.82388, -1.29646, 0.40686], [-1.01336, 0.34124, 0.33337], [1.98898, -0.73260, -0.11592], [-2.13793, 1.14747, -0.05219], [-0.21354, -0.50387, 0.38533], [2.17632, 1.00472, -0.38253], [0.65024, -2.31798, 0.79690], [2.89790, -1.20862, 0.15675], [1.92675, -0.86867, -1.15978], [-2.08774, 2.00561, 0.62638], [-3.17488, 0.86473, -0.06205], [-1.83660, 1.56442, -0.93312]],
  "nbo_charge": [0.09, 0.66, -0.70, -0.75, -0.27, 0.18, 0.27, 0.29, 0.32, 0.30, 0.32, 0.29]
}

Arrangement 2

{
  "formula": "C4H6NS",
  "method": "ωB97M-V/def2-TZVPD",
  "lumo_energy_ev": -4.7,
  "charge": 1,
  "gap_ev": 9.486,
  "symbols": ["C", "C", "C", "C", "N", "S", "H", "H", "H", "H", "H", "H"],
  "xyz": [[-2.41712, 1.43604, 0.59821], [0.38298, -0.89562, 0.73613], [-1.98480, 0.44955, 0.14316], [2.10694, 0.09677, -0.78436], [1.38939, -0.40207, 0.30755], [-1.38620, -0.97367, -0.53793], [-2.78475, 2.43914, 0.97713], [0.05122, -0.80793, 1.78680], [2.91232, -0.56768, -0.85775], [2.41860, 1.12338, -0.63982], [1.57916, 0.00914, -1.68546], [-2.26773, -1.90704, -0.04365]],
  "nbo_charge": [-0.05, 0.22, -0.34, -0.45, -0.25, 0.37, 0.29, 0.27, 0.25, 0.26, 0.22, 0.21]
}

Which of them is the least stable? Correct choice: arrangement 2.

Arrangement 1

{
  "formula": "C5H6ClNO",
  "method": "ωB97M-V/def2-TZVPD",
  "lumo_energy_ev": 0.2,
  "gap_ev": 8.853,
  "symbols": ["C", "C", "C", "N", "O", "C", "C", "Cl", "H", "H", "H", "H", "H", "H"],
  "xyz": [[-2.93636, -0.83384, -0.06452], [-1.59990, -1.02768, 0.10069], [-0.67454, 0.07673, 0.12489], [-1.00834, 1.33914, -0.15203], [0.03026, 2.10951, -0.11920], [1.27434, 1.35197, 0.00546], [0.80396, 0.05447, 0.46644], [1.70410, -1.39368, -0.18004], [-3.65137, -1.67256, 0.05688], [-3.27735, 0.08395, -0.52651], [-1.21672, -2.01861, 0.41793], [1.84414, 1.34060, -0.92774], [1.92466, 1.86984, 0.67849], [1.01834, 0.10943, 1.58150]],
  "nbo_charge": [-0.33, -0.25, 0.08, -0.03, -0.32, -0.12, -0.25, -0.05, 0.20, 0.21, 0.23, 0.20, 0.21, 0.23]
}

Arrangement 2

{
  "formula": "C5H6ClNO",
  "method": "ωB97M-V/def2-TZVPD",
  "lumo_energy_ev": 0.8,
  "gap_ev": 10.350,
  "symbols": ["C", "C", "C", "C", "C", "H", "H", "H", "H", "H", "H", "N", "O", "Cl"],
  "xyz": [[-0.27372, -1.26945, -0.08968], [0.33729, -0.64735, 1.06905], [0.17669, 0.86502, 0.59165], [-0.32413, -0.03552, -1.09720], [0.90782, 0.79082, -0.72389], [0.48715, -1.99793, -0.65453], [-0.46827, -0.65926, 1.84510], [1.35780, -0.95619, 1.64569], [0.36750, 1.60732, 1.43549], [-0.94537, 1.95720, -0.47773], [-0.64444, -0.17320, -2.16299], [-0.97325, 0.96907, -0.33035], [1.80554, 1.46891, -1.20984], [-1.81062, -1.91944, 0.15921]],
  "nbo_charge": [-0.26, -0.46, -0.16, -0.16, 0.54, 0.23, 0.23, 0.26, 0.23, 0.40, 0.23, -0.57, -0.54, 0.03]
}

Which of them is the least stable? Correct choice: arrangement 2.

Arrangement 1

{
  "formula": "C3H7INS",
  "method": "ωB97M-V/def2-TZVPD",
  "lumo_energy_ev": -5.3,
  "charge": 1,
  "gap_ev": 7.833,
  "symbols": ["C", "C", "C", "N", "S", "I", "H", "H", "H", "H", "H", "H", "H"],
  "xyz": [[-0.11898, 0.21116, -0.81051], [-0.70021, -1.19192, -0.53443], [1.74803, -0.27356, 0.86212], [0.58249, 0.50332, 0.56496], [0.54483, -2.33147, 0.22104], [3.50399, 0.11232, -0.07509], [0.70944, 0.17926, -1.51689], [-0.89018, 1.02357, -0.88242], [-1.37307, -1.06685, 0.21859], [-1.16051, -1.78523, -1.36985], [1.89649, -0.62638, 1.80796], [0.72066, 1.44550, 0.32050], [-0.01696, 0.51670, 1.38539]],
  "nbo_charge": [-0.20, -0.56, -0.25, -0.58, 0.12, 0.36, 0.25, 0.25, 0.21, 0.29, 0.23, 0.44, 0.45]
}

Arrangement 2

{
  "formula": "C3H7INS",
  "method": "ωB97M-V/def2-TZVPD",
  "lumo_energy_ev": -4.2,
  "charge": 1,
  "gap_ev": 9.060,
  "symbols": ["C", "C", "C", "N", "S", "I", "H", "H", "H", "H", "H", "H", "H"],
  "xyz": [[0.06672, 0.35850, -1.15049], [-0.31607, -0.02274, 1.17296], [-1.26772, -0.51888, 0.06388], [0.75678, 0.41434, 0.17228], [-1.04313, -2.26442, -0.05227], [-3.22962, 0.28260, 0.01095], [0.57754, -0.25182, -1.83246], [-0.38849, 1.38386, -1.31513], [-0.61849, 0.77954, 1.68376], [-0.04952, -0.72900, 1.95210], [1.54023, -0.21088, 0.03325], [1.31083, 1.15678, 0.56510], [-1.55242, -2.38597, -1.30683]],
  "nbo_charge": [-0.21, -0.27, -0.37, -0.53, 0.09, 0.30, 0.24, 0.25, 0.23, 0.25, 0.44, 0.44, 0.16]
}

Arrangement 3

{
  "formula": "C3H7INS",
  "method": "ωB97M-V/def2-TZVPD",
  "lumo_energy_ev": -3.9,
  "charge": 1,
  "gap_ev": 9.544,
  "symbols": ["C", "C", "C", "N", "S", "I", "H", "H", "H", "H", "H", "H", "H"],
  "xyz": [[-0.27712, 0.42715, 1.00034], [-0.02848, 0.32769, -1.01916], [0.82706, -0.19290, 0.14337], [-1.19655, 0.58824, -0.15103], [0.34186, -2.20521, 0.30775], [2.85794, 0.20722, 0.18796], [-0.64430, -0.01834, 1.92687], [-0.01860, 1.48038, 1.53029], [0.53561, 1.20982, -1.45338], [-0.32185, -0.49456, -1.73995], [-1.83001, -0.14046, -0.19693], [-1.66146, 1.52368, -0.29571], [1.41592, -2.71270, -0.24042]],
  "nbo_charge": [-0.31, -0.30, -0.28, -0.51, -0.07, 0.33, 0.27, 0.27, 0.27, 0.27, 0.44, 0.46, 0.16]
}

Which of them is the least stable? Correct choice: arrangement 2.

Arrangement 1

{
  "formula": "C2H3Cl2PS",
  "method": "ωB97M-V/def2-TZVPD",
  "lumo_energy_ev": 0.5,
  "gap_ev": 10.161,
  "symbols": ["S", "P", "Cl", "Cl", "H", "C", "C", "H", "H"],
  "xyz": [[0.57466, -1.30753, -3.05189], [0.38709, -0.17040, -1.21791], [-1.49241, -0.67426, -0.62706], [-0.01198, 1.64547, -1.93671], [1.62736, -2.09001, -2.75393], [-0.44662, 0.11151, 2.21540], [0.02332, 1.14521, 2.54855], [-0.99761, -0.75637, 1.87353], [0.33619, 2.09637, 2.95002]],
  "nbo_charge": [-0.31, 0.70, -0.29, -0.25, 0.16, -0.25, -0.25, 0.24, 0.24]
}

Arrangement 2

{
  "formula": "C2H3Cl2PS",
  "method": "ωB97M-V/def2-TZVPD",
  "lumo_energy_ev": 0.2,
  "gap_ev": 9.626,
  "symbols": ["C", "C", "P", "S", "Cl", "Cl", "H", "H", "H"],
  "xyz": [[-0.56428, -0.43317, 0.24914], [-0.00686, 0.12942, -0.83010], [-0.16238, -0.26090, -2.70461], [1.54652, -0.30317, -3.70431], [-1.10137, -2.04044, -2.45705], [-1.58194, 0.79514, -3.55645], [-0.28230, -0.41766, 1.24090], [-1.45610, -1.07113, 0.15350], [0.82720, 0.82418, -0.58685]],
  "nbo_charge": [-0.31, -0.53, 1.08, -0.45, -0.25, -0.19, 0.21, 0.20, 0.24]
}

Which of them is the least stable? Correct choice: arrangement 1.